# 1
2 unconnected molecules or ions with the total composition C5H12O at a distorted geometry, computed with wB97M-V/def2-TZVPD.

The geometry in XYZ format:
```
18
Properties=species:S:1:pos:R:3:forces:R:3
C 0.6609 -0.7588 -1.0102 -3.2 0.1 1.8
C -0.2898 0.0710 -0.5631 1.1 -3.8 -0.1
C -0.3495 1.4984 -0.8443 -3.3 2.5 1.8
C -1.4539 -0.7631 0.0638 -2.0 5.1 -0.7
C -1.3060 -1.2277 1.5054 -1.4 0.9 0.4
H 1.4986 -0.5528 -1.4824 3.8 1.7 -2.5
H 0.5593 -1.7939 -0.8993 -0.5 -1.5 0.4
H -0.6345 2.1540 0.0986 0.3 -1.5 -1.4
H 0.4915 2.0755 -1.2214 0.1 -0.8 -0.6
H -1.3383 1.5451 -1.4437 1.7 0.6 0.3
H -2.0003 -1.2967 -0.6811 0.8 -2.0 -0.4
H -2.2850 0.0619 -0.0840 0.9 -0.9 1.7
H -1.2740 -0.3301 2.1790 0.2 -0.7 -0.6
H -2.2113 -1.7764 1.8447 0.6 0.1 -0.3
H -0.4360 -1.8316 1.6901 0.4 -0.3 -0.1
O 2.5094 0.9867 0.5310 -1.6 -4.1 -1.6
H 1.5777 0.8905 0.8402 0.8 0.8 0.2
H 2.4078 0.0426 0.0018 1.1 3.5 1.8
```
Positions in Å, forces in eV/Å.

Output
SMILES	C=C(C)CC.O
E	-272.84272	a.u.
lowest unoccupied orbital energy	0.0297	Ha
F_max	5.5	eV/Å
energy above the lowest of the compared OMol25 structures with the same formula, charge and spin	66.5	kcal per mole
multiplicity	1

These are the Mulliken partial charges, in e, on atoms 1 to 5: C -1.408; C 0.482; C -1.109; C -0.710; C -1.104

# 2
2 unconnected molecules or ions with the total composition C5H12O, computed with wB97M-V/def2-TZVPD.

The geometry in XYZ format:
```
18
Properties=species:S:1:pos:R:3:forces:R:3
C -1.9389 -0.3013 1.8516 -0.1 0.0 0.1
C -0.5238 0.0045 1.3532 0.1 0.0 0.0
C -0.4294 -0.1440 -0.1208 -0.6 0.6 0.2
C 1.8449 1.2428 -0.8599 0.2 0.1 -0.1
O 0.1720 -1.1597 -0.6274 0.3 -0.7 0.2
C 0.4573 -1.3384 -1.9057 -0.2 -0.3 -0.5
H -2.6627 0.3687 1.3741 0.1 -0.1 0.1
H -2.2101 -1.3275 1.5847 0.0 0.1 0.1
H -2.0293 -0.1840 2.9354 0.0 0.0 -0.1
H 0.2111 -0.6564 1.8258 -0.1 0.0 -0.1
H -0.2432 1.0327 1.6291 -0.1 -0.2 -0.1
H -0.8953 0.5617 -0.8060 0.0 -0.1 0.1
H 1.1092 2.0488 -0.7867 0.1 -0.1 -0.1
H 2.7282 1.6040 -1.3848 0.1 0.2 0.1
H 2.1250 0.9219 0.1483 0.0 0.0 -0.2
H -0.1248 -0.7754 -2.6287 0.1 -0.1 0.0
H 1.4848 0.3834 -1.4515 0.2 0.5 0.2
H 0.9248 -2.2820 -2.1304 -0.1 0.0 0.0
```
Positions in Å, forces in eV/Å.

Output
E	-272.80278	a.u.
lowest unoccupied orbital energy (alpha / beta)	0.0306 / 0.0325	Ha
F_max	0.9	eV/Å
energy above the lowest of the compared OMol25 structures with the same formula, charge and spin	91.5	kcal per mole
multiplicity	1

These are the Mulliken partial charges, in e, on atoms 1 to 5: C -1.229; C -0.289; C -0.313; C -0.830; O -0.258

# 3
2 unconnected molecules or ions with the total composition C5H12O at a distorted geometry, computed with wB97M-V/def2-TZVPD.

The geometry in XYZ format:
```
18
Properties=species:S:1:pos:R:3:forces:R:3
C -1.2911 1.0559 -1.8749 -0.6 0.4 -0.3
C -1.6863 0.2378 -0.9124 0.9 -0.8 0.3
C -0.7516 -0.8207 -0.3350 0.4 0.1 -0.6
C 0.6649 -0.3176 -0.0213 -0.4 0.6 -0.6
C 1.6399 -1.4436 0.3430 -1.3 0.5 -0.3
H -0.3136 1.0116 -2.3376 0.1 0.0 0.3
H -1.9598 1.7903 -2.3116 -0.1 -0.1 0.1
H -2.7000 0.2012 -0.5445 -0.2 0.4 0.0
H -1.1262 -1.2878 0.5757 -0.3 0.1 -0.1
H -0.6864 -1.6028 -1.0998 0.0 -0.2 0.2
H 0.5109 0.5045 0.6781 0.4 -0.4 0.7
H 1.0820 0.2236 -0.8746 -0.1 -0.2 -0.2
H 2.5407 -1.0245 0.7776 0.2 -0.4 0.1
H 1.1299 -2.1753 0.9677 0.3 0.1 0.5
H 1.8070 -1.9799 -0.5899 0.6 0.0 0.0
O 0.2250 1.7843 2.9087 0.2 0.4 -1.1
H -0.1962 2.1601 2.1156 -0.4 -0.1 0.6
H 1.1108 1.6829 2.5350 0.2 -0.2 0.6
```
Positions in Å, forces in eV/Å.

Output
SMILES	C=CCCC.O
E	-272.90450	a.u.
lowest unoccupied orbital energy	0.0335	Ha
F_max	1.4	eV/Å
energy above the lowest of the compared OMol25 structures with the same formula, charge and spin	27.7	kcal per mole
multiplicity	1

These are the Mulliken partial charges, in e, on atoms 1 to 5: C -0.760; C -0.205; C -0.583; C 0.231; C -1.205